(1)
{"formula": "C39H58O39", "method": "ωB97M-V with the def2-TZVPD basis set", "elements": ["C", "C", "O", "C", "O", "O", "H", "H", "H", "H", "C", "C", "O", "C", "O", "O", "H", "H", "H", "H", "C", "C", "O", "C", "O", "O", "H", "H", "H", "H", "C", "C", "O", "C", "O", "O", "H", "H", "H", "H", "C", "C", "O", "C", "O", "O", "H", "H", "H", "H", "C", "C", "O", "C", "O", "O", "H", "H", "H", "H", "C", "C", "O", "C", "O", "O", "H", "H", "H", "H", "C", "C", "O", "C", "O", "O", "H", "H", "H", "H", "C", "C", "O", "C", "O", "O", "H", "H", "H", "H", "C", "C", "O", "C", "O", "O", "H", "H", "H", "H", "C", "O", "C", "O", "O", "C", "H", "H", "H", "H", "H", "H", "C", "O", "C", "O", "O", "C", "H", "H", "H", "H", "H", "H", "C", "O", "C", "O", "O", "C", "H", "H", "H", "H", "H", "H"], "xyz": [[2.426, -0.840, -3.183], [3.888, -0.947, -3.489], [4.297, -1.894, -2.460], [3.237, -2.517, -1.936], [3.178, -3.284, -0.983], [2.131, -1.991, -2.464], [1.945, -0.734, -4.155], [2.154, 0.084, -2.673], [4.405, 0.013, -3.485], [3.987, -1.409, -4.471], [0.688, -0.773, 0.782], [1.162, 0.597, 0.282], [-0.009, 1.213, -0.186], [-0.964, 0.322, -0.358], [-1.945, 0.534, -1.089], [-0.580, -0.869, 0.259], [0.587, -0.853, 1.865], [1.381, -1.528, 0.410], [1.995, 0.508, -0.416], [1.375, 1.179, 1.179], [-6.404, 0.135, -2.181], [-5.279, 1.181, -2.463], [-4.924, 1.497, -1.092], [-5.919, 1.287, -0.297], [-6.037, 1.799, 0.770], [-6.752, 0.442, -0.842], [-5.929, -0.845, -2.227], [-7.203, 0.148, -2.922], [-5.643, 1.993, -3.092], [-4.359, 0.729, -2.833], [3.362, 4.428, -0.356], [4.293, 3.387, -0.940], [5.557, 3.856, -0.697], [5.568, 5.032, -0.109], [6.585, 5.661, 0.134], [4.305, 5.351, 0.088], [2.721, 4.148, 0.480], [2.823, 4.821, -1.218], [4.152, 3.238, -2.011], [4.170, 2.473, -0.360], [0.551, 4.836, -2.913], [0.654, 3.572, -2.087], [0.462, 4.103, -0.721], [0.205, 5.434, -0.729], [0.041, 6.208, 0.185], [0.053, 5.807, -2.022], [-0.228, 4.707, -3.665], [1.547, 5.076, -3.283], [1.662, 3.178, -2.214], [-0.154, 2.897, -2.369], [-1.552, 1.489, -4.208], [-2.053, 1.069, -5.593], [-0.946, 0.390, -6.122], [0.126, 0.964, -5.731], [1.200, 0.899, -6.325], [-0.127, 1.611, -4.598], [-1.694, 0.718, -3.451], [-1.863, 2.494, -3.923], [-2.268, 1.907, -6.257], [-2.871, 0.354, -5.680], [-4.214, -2.100, 0.213], [-3.512, -3.113, 1.084], [-3.703, -4.292, 0.374], [-4.123, -4.043, -0.876], [-4.174, -4.853, -1.809], [-4.445, -2.790, -1.034], [-3.681, -1.151, 0.171], [-5.232, -1.853, 0.513], [-3.972, -3.256, 2.061], [-2.441, -2.942, 1.188], [-1.189, -4.827, 4.343], [-1.189, -3.408, 3.750], [-0.569, -2.592, 4.704], [-0.313, -3.319, 5.850], [0.121, -2.943, 6.964], [-0.721, -4.591, 5.658], [-0.549, -5.400, 3.672], [-2.169, -5.295, 4.431], [-2.101, -3.000, 3.315], [-0.543, -3.431, 2.873], [5.065, -2.517, 5.586], [3.849, -3.025, 6.209], [2.916, -2.933, 5.118], [3.432, -2.383, 4.031], [2.866, -2.127, 2.932], [4.705, -2.108, 4.248], [5.882, -3.238, 5.545], [5.349, -1.664, 6.203], [3.531, -2.459, 7.085], [3.956, -4.069, 6.503], [-3.736, 0.624, 3.005], [-3.565, 1.943, 3.732], [-2.131, 2.094, 3.590], [-1.593, 1.072, 3.105], [-0.351, 1.037, 3.029], [-2.461, 0.084, 2.861], [-4.126, 0.854, 2.013], [-4.289, -0.058, 3.651], [-3.947, 1.838, 4.748], [-4.134, 2.681, 3.166], [-1.568, -6.609, -1.510], [-0.275, -6.339, -1.052], [-0.010, -5.861, 0.151], [-0.801, -5.607, 1.034], [1.287, -5.669, 0.155], [1.829, -4.960, 1.318], [-1.655, -5.986, -2.400], [-2.326, -6.249, -0.815], [-1.760, -7.679, -1.595], [2.904, -4.784, 1.266], [1.587, -5.303, 2.324], [1.382, -3.967, 1.305], [3.796, 1.400, 2.988], [4.982, 0.568, 2.808], [5.183, 0.012, 1.543], [4.549, 0.317, 0.498], [6.232, -0.775, 1.598], [6.730, -1.399, 0.454], [3.542, 2.004, 2.117], [4.049, 1.936, 3.903], [2.980, 0.687, 3.106], [7.302, -2.266, 0.786], [7.385, -0.695, -0.059], [5.979, -1.748, -0.255], [-3.416, 5.531, -4.942], [-3.436, 4.405, -4.024], [-3.373, 4.746, -2.752], [-3.631, 5.889, -2.303], [-3.084, 3.693, -2.050], [-3.034, 3.838, -0.625], [-2.436, 6.008, -4.937], [-4.074, 6.371, -4.719], [-3.552, 5.145, -5.952], [-2.870, 2.860, -0.172], [-3.906, 4.330, -0.194], [-2.155, 4.424, -0.357]], "atomic_forces_ev_per_a": [[-0.100, 1.669, -1.609], [-0.167, -0.790, 0.056], [1.220, -0.116, -0.028], [-0.098, -0.226, 2.593], [0.797, 1.272, -2.320], [-1.843, -0.322, -0.117], [-0.662, -0.607, 0.162], [0.021, -0.097, 0.668], [0.331, -0.391, 0.496], [0.455, -0.129, 0.131], [0.470, 1.766, -1.814], [-0.111, -0.469, 2.372], [0.172, 0.229, -0.596], [-2.367, 0.170, -3.120], [2.750, -1.462, 3.187], [-1.776, 0.000, -0.875], [0.155, -0.080, 1.377], [-0.027, -0.911, 0.320], [-0.065, 0.449, -0.164], [1.022, 0.243, -0.130], [1.947, -0.104, -0.953], [-0.104, -1.532, 0.722], [2.053, 1.715, -2.124], [-0.638, 0.376, 0.545], [0.019, -0.079, 1.245], [-2.512, -1.184, -0.277], [-0.310, -0.234, 0.253], [-0.344, 0.315, 0.642], [0.352, 0.477, 0.558], [-0.320, 0.105, -0.499], [0.537, 0.135, -0.972], [-1.274, -1.931, 0.585], [2.429, -1.334, -0.825], [2.556, 1.241, 0.030], [-2.658, -1.083, -0.166], [-0.916, 3.233, 1.669], [-0.013, -0.108, -0.292], [-0.433, 0.606, 0.563], [-0.007, -0.161, 0.016], [0.097, -0.488, -0.562], [-0.522, -0.302, -0.169], [-0.441, 1.060, 0.777], [0.332, -0.956, 0.198], [-0.740, 1.388, -0.219], [0.491, -2.155, -1.056], [0.335, 0.891, 0.170], [0.551, 0.190, -0.489], [-0.328, 0.537, -0.390], [-0.280, -0.539, 0.441], [0.316, -0.283, 0.617], [0.796, 0.131, -1.747], [-1.324, -0.262, 0.075], [-1.662, -1.808, -1.995], [3.945, 0.231, -1.117], [-1.879, 0.282, 1.878], [0.311, 1.034, 1.964], [0.213, 0.232, 0.049], [-0.203, -0.387, 0.226], [-0.065, 0.256, 0.208], [-0.163, 0.258, 0.519], [-1.404, 0.843, 0.263], [-0.088, 0.148, 0.454], [-0.093, -1.700, -0.763], [0.432, -3.592, -3.080], [0.038, 1.853, 2.927], [0.545, 2.350, 0.203], [0.243, -0.167, -0.870], [0.050, -0.013, 0.632], [0.059, 0.277, 0.063], [0.025, 0.142, -0.032], [-0.829, 0.840, -0.602], [0.464, -0.608, -1.841], [0.445, 0.485, 2.061], [0.447, 0.461, 3.293], [-1.387, -0.698, -4.844], [0.843, -0.109, 0.328], [0.215, -0.510, 0.754], [0.083, 0.047, -0.159], [-0.402, 0.093, 1.052], [0.306, 0.007, -0.082], [2.054, 1.193, -0.032], [-1.292, -1.359, 0.107], [-2.084, -0.381, -0.108], [-0.719, 0.890, -2.610], [1.153, -0.924, 3.591], [0.761, 0.148, 0.243], [-0.059, 0.154, -0.213], [0.655, 0.293, -0.710], [-0.401, 0.083, -0.363], [-0.362, -0.022, -0.073], [-2.000, 0.273, 0.111], [-0.850, -0.869, -0.684], [-1.180, 3.278, 1.308], [0.736, -1.927, 0.501], [-0.253, -1.171, -1.057], [3.103, -0.194, -0.550], [-0.487, -0.671, 0.084], [-0.383, -0.142, -0.715], [0.876, 0.592, 0.215], [0.552, 0.490, 0.372], [-1.436, 0.734, 0.558], [1.095, -0.414, 0.177], [-0.817, -0.007, -0.410], [0.176, 0.100, 0.026], [1.930, 0.432, 1.933], [-0.668, 1.202, -0.196], [-0.339, -0.744, -0.315], [0.147, 0.111, 0.134], [0.396, 0.089, -0.560], [-0.185, -0.597, -0.674], [-0.235, -0.987, -0.369], [0.037, 0.185, -0.144], [0.678, -1.410, -0.207], [-0.020, -0.591, -2.506], [-1.192, 1.907, -1.027], [1.106, -0.913, 2.972], [-1.041, 0.469, 1.568], [0.610, -0.479, -1.377], [0.538, 0.307, 0.119], [-0.498, 0.219, -0.301], [-0.253, 0.170, 0.445], [-0.002, 0.211, 0.083], [0.079, -0.096, -0.071], [-0.301, 0.194, 0.259], [0.693, 0.466, -0.485], [0.143, 0.528, -1.211], [-1.675, 4.608, 1.440], [1.047, -3.316, -1.193], [0.295, -1.556, 0.951], [0.736, 0.451, 0.693], [0.281, -0.288, 0.225], [-0.536, -0.675, 0.289], [-0.339, -0.167, 0.310], [-0.361, -0.104, -0.508], [-0.106, -0.137, -0.383], [-0.123, 0.253, -0.103]], "homo_lumo_gap_ev": [10.1, 2.7], "multiplicity": 2, "fmax_ev_per_a": 5.1, "total_charge": 1, "e_homo_ha": [-0.46356, -0.46355]}



(2)
{"formula": "C39H60BGeN10O2S3Ta", "method": "ωB97M-V with the def2-TZVPD basis set", "elements": ["Ta", "C", "C", "C", "C", "N", "C", "C", "N", "B", "N", "C", "C", "N", "C", "S", "C", "C", "C", "C", "N", "C", "C", "N", "C", "S", "C", "C", "C", "C", "C", "S", "H", "H", "H", "H", "H", "H", "H", "H", "H", "H", "H", "H", "H", "H", "H", "H", "H", "H", "H", "H", "H", "H", "H", "H", "H", "H", "H", "H", "H", "H", "H", "H", "H", "H", "N", "C", "C", "N", "H", "H", "H", "H", "H", "H", "H", "H", "C", "C", "N", "O", "C", "C", "N", "O", "H", "H", "H", "H", "H", "H", "H", "Ge", "C", "C", "C", "C", "C", "C", "C", "C", "C", "C", "C", "C", "H", "H", "H", "H", "H", "H", "H", "H", "H", "H", "H"], "xyz": [[0.096, -0.601, 0.488], [-4.763, 1.358, 2.994], [-5.018, 1.017, 1.524], [-4.724, -0.462, 1.231], [-6.471, 1.339, 1.189], [-4.116, 1.857, 0.695], [-4.521, 2.868, -0.127], [-3.415, 3.468, -0.627], [-2.306, 2.833, -0.121], [-0.918, 3.461, -0.272], [-0.161, 3.537, 1.060], [-0.467, 4.639, 1.829], [0.301, 4.612, 2.938], [1.090, 3.496, 2.883], [0.778, 2.835, 1.751], [1.569, 1.406, 1.168], [2.112, 3.290, 3.949], [3.039, 2.116, 3.669], [1.372, 3.046, 5.265], [2.953, 4.571, 4.009], [-0.133, 2.771, -1.510], [1.019, 3.527, -2.114], [1.417, 1.590, -3.767], [0.300, 0.934, -3.836], [-0.378, 1.027, -2.536], [-1.215, -0.389, -1.848], [-0.243, 0.344, -5.086], [0.722, -0.756, -5.534], [-1.639, -0.214, -4.860], [-0.311, 1.473, -6.125], [-2.770, 1.833, 0.664], [-1.784, 0.693, 1.481], [-5.394, 0.730, 3.617], [-5.014, 2.397, 3.199], [-3.727, 1.191, 3.282], [-5.634, -1.041, 1.345], [-3.995, -0.860, 1.932], [-4.362, -0.596, 0.212], [-7.117, 0.719, 1.806], [-6.703, 1.126, 0.148], [-6.714, 2.374, 1.418], [-5.548, 3.107, -0.302], [-3.339, 4.301, -1.292], [-1.053, 4.555, -0.696], [-1.194, 5.361, 1.524], [0.341, 5.323, 3.737], [2.499, 1.172, 3.668], [3.780, 2.076, 4.462], [3.564, 2.239, 2.726], [0.771, 2.139, 5.211], [0.724, 3.873, 5.539], [2.098, 2.922, 6.063], [3.334, 4.825, 3.022], [3.805, 4.418, 4.664], [2.401, 5.420, 4.402], [1.534, 4.009, -1.278], [2.093, 1.682, -4.603], [0.877, -1.494, -4.749], [1.684, -0.350, -5.832], [0.291, -1.259, -6.394], [-1.621, -1.152, -4.310], [-2.089, -0.409, -5.831], [-2.273, 0.502, -4.337], [0.659, 1.927, -6.308], [-1.014, 2.243, -5.809], [-0.662, 1.065, -7.070], [-1.204, -2.254, 2.063], [-0.424, -2.558, 3.276], [1.010, -2.894, 2.877], [1.632, -1.701, 2.275], [-2.102, -1.857, 2.344], [-1.430, -3.139, 1.599], [-0.852, -3.395, 3.834], [-0.438, -1.679, 3.927], [1.009, -3.697, 2.131], [1.568, -3.239, 3.753], [2.536, -1.950, 1.868], [1.848, -1.035, 3.022], [4.191, 2.794, -2.204], [3.080, 1.840, -1.925], [3.117, 0.737, -1.297], [4.228, 0.239, -0.758], [1.680, 2.144, -2.418], [0.696, 4.484, -3.230], [0.610, 1.532, -1.587], [-1.084, 2.295, -2.449], [4.721, 3.024, -1.279], [3.840, 3.725, -2.636], [4.917, 2.360, -2.892], [5.037, 0.762, -0.942], [-0.056, 4.074, -3.902], [1.592, 4.700, -3.808], [0.325, 5.424, -2.828], [0.024, -2.995, -1.041], [-1.608, -4.059, -1.462], [-1.466, -5.417, -1.766], [-2.557, -6.145, -2.208], [-3.802, -5.542, -2.315], [-3.962, -4.211, -1.955], [-2.875, -3.475, -1.518], [1.489, -3.609, -2.225], [1.226, -4.467, -3.301], [2.269, -5.070, -3.979], [3.582, -4.822, -3.604], [3.856, -3.935, -2.571], [2.818, -3.334, -1.881], [1.392, -0.688, -0.497], [-0.502, -5.898, -1.653], [-2.432, -7.182, -2.478], [-4.648, -6.111, -2.669], [-4.934, -3.751, -2.030], [-2.999, -2.428, -1.256], [0.205, -4.658, -3.604], [2.060, -5.744, -4.795], [4.390, -5.319, -4.119], [4.880, -3.728, -2.297], [3.035, -2.651, -1.067]], "atomic_forces_ev_per_a": [[-2.329, 0.081, 2.993], [0.004, 0.042, -0.098], [-0.327, -0.510, 0.603], [-0.122, -0.005, 0.028], [0.152, 0.043, -0.082], [0.803, 0.230, -0.316], [0.107, 0.517, -0.353], [-0.368, -0.019, -0.011], [-0.677, -0.232, 0.232], [-0.015, -0.728, 0.331], [0.497, 0.035, 0.383], [0.167, 0.258, 0.433], [-0.623, 0.431, -0.318], [-0.456, -0.182, -0.755], [-0.229, -0.282, -0.165], [0.045, -1.278, -0.233], [0.554, -0.189, 0.711], [-0.031, 0.097, 0.031], [0.042, 0.010, -0.109], [-0.005, -0.073, -0.015], [-0.143, 0.431, 0.540], [0.451, 0.400, -0.634], [-0.931, -0.599, -0.057], [1.324, 0.946, 0.541], [-0.184, -0.341, 0.898], [0.306, -0.306, 0.529], [-0.227, -0.462, -1.214], [-0.133, 0.035, 0.112], [0.048, -0.102, 0.099], [-0.076, -0.045, 0.152], [0.362, 0.345, -0.250], [0.519, -0.642, 0.067], [-0.054, -0.050, 0.061], [-0.049, 0.082, 0.017], [0.037, -0.048, 0.030], [-0.104, -0.055, 0.023], [0.004, -0.049, -0.037], [-0.013, -0.072, -0.062], [0.057, -0.045, 0.028], [-0.077, -0.017, -0.123], [-0.051, 0.080, -0.015], [-0.196, 0.014, 0.019], [0.024, 0.239, -0.143], [-0.064, 0.283, -0.167], [-0.145, 0.195, -0.077], [0.051, 0.049, 0.167], [0.038, -0.047, 0.024], [0.002, 0.065, 0.088], [0.114, -0.064, -0.019], [-0.065, -0.089, -0.016], [-0.073, 0.114, 0.017], [0.074, 0.003, 0.061], [0.062, 0.048, -0.093], [0.031, -0.066, 0.082], [-0.073, 0.085, 0.018], [-0.029, -0.076, -0.004], [-0.008, -0.032, -0.227], [-0.014, -0.099, 0.108], [0.175, 0.062, -0.078], [-0.007, -0.035, -0.096], [-0.041, 0.002, -0.061], [0.013, 0.060, -0.037], [-0.185, 0.049, -0.039], [0.145, 0.046, -0.050], [-0.061, 0.079, -0.012], [-0.006, -0.032, 0.010], [0.338, 0.441, -0.685], [0.614, -0.234, 0.254], [-0.480, -0.280, 0.267], [-0.432, 0.531, -1.064], [0.161, 0.036, -0.244], [0.015, 0.289, -0.052], [-0.033, 0.109, -0.067], [-0.011, -0.071, -0.022], [0.059, 0.054, 0.141], [-0.021, 0.035, -0.147], [-0.158, 0.113, -0.029], [-0.096, 0.052, -0.313], [0.242, -0.230, 0.109], [0.268, 0.041, -0.006], [-0.629, 0.027, -0.625], [0.876, 0.055, 0.181], [0.277, 0.012, 0.604], [-0.163, 0.071, 0.168], [0.275, -1.000, -0.047], [-0.605, 0.163, -0.727], [0.057, 0.132, 0.034], [-0.034, 0.147, -0.033], [0.075, 0.012, -0.083], [-0.316, 0.029, -0.074], [-0.017, -0.047, -0.065], [0.125, 0.041, 0.011], [-0.021, 0.045, -0.051], [0.322, -0.184, -1.129], [0.775, 0.489, 0.521], [0.254, 0.135, 0.026], [-0.011, -0.117, 0.034], [0.092, 0.017, 0.025], [-0.077, 0.053, 0.006], [0.163, 0.236, 0.025], [-0.756, 0.280, 0.819], [-0.198, 0.091, 0.073], [-0.052, -0.017, -0.094], [-0.011, 0.093, 0.068], [0.094, 0.049, 0.044], [-0.112, 0.106, 0.111], [1.315, -0.081, -1.236], [-0.028, -0.078, -0.129], [-0.014, -0.102, 0.037], [-0.068, -0.042, -0.027], [-0.111, 0.066, 0.018], [-0.136, -0.014, -0.002], [0.010, -0.084, -0.017], [-0.027, -0.057, -0.092], [0.074, -0.014, -0.048], [0.051, -0.008, 0.034], [0.067, 0.024, 0.023]], "homo_lumo_gap_ev": 6.3, "fmax_ev_per_a": 3.8, "total_charge": 4, "e_homo_ha": -0.65507}